Record 1
Molecular formula: C4H12NPS
Method: DFT, ωB97M-V/def2-TZVPD

Properties
Relative energy (zero: lowest compared OMol25 entry of this formula, charge and spin) in eV: 2.0360
Gap between HOMO and LUMO in eV: 9.16
E_HOMO in eV: -8.18
Molecular weight in g/mol: 137.2

Positions of all 19 atoms, in Å:
C  0.479  -1.927  -0.330
N  0.320  -0.631  0.289
C  1.447  -0.112  0.879
S  3.004  0.150  -0.192
P  -0.461  0.579  -0.811
C  -0.635  1.925  0.525
C  -2.081  -0.109  -0.756
H  1.577  -1.988  -0.503
H  0.048  -2.778  0.151
H  0.087  -2.001  -1.378
H  1.218  0.904  1.248
H  1.866  -0.892  1.515
H  2.376  1.010  -0.802
H  0.222  2.620  0.689
H  -1.593  2.451  0.156
H  -0.759  1.633  1.605
H  -1.952  -0.950  -1.289
H  -2.299  -0.394  0.201
H  -2.864  0.511  -1.197


Record 2
Molecular formula: C5H5Cl15
Method: DFT, ωB97M-V/def2-TZVPD

Properties
Relative energy (zero: lowest compared OMol25 entry of this formula, charge and spin) in eV: 0.0983
Gap between HOMO and LUMO in eV: 11.30
E_HOMO in eV: -10.98
Molecular weight in g/mol: 596.9

Positions of all 25 atoms, in Å:
Cl  1.658  -6.543  1.011
C  0.792  -5.120  1.584
Cl  1.071  -3.736  0.530
Cl  1.254  -4.727  3.240
H  -0.265  -5.352  1.572
Cl  0.205  1.466  0.166
C  -0.298  -0.014  -0.654
Cl  0.483  -0.151  -2.227
Cl  -2.051  -0.099  -0.798
H  0.026  -0.853  -0.052
Cl  2.035  -0.767  2.025
C  3.350  -1.486  2.931
Cl  3.195  -1.113  4.642
Cl  4.903  -0.966  2.290
H  3.286  -2.561  2.817
Cl  2.092  3.408  -2.773
C  0.496  3.369  -3.523
Cl  0.414  4.484  -4.883
Cl  -0.763  3.709  -2.346
H  0.344  2.365  -3.898
Cl  -5.547  2.258  -1.483
C  -4.373  2.856  -0.335
Cl  -5.014  2.888  1.304
Cl  -3.794  4.467  -0.811
H  -3.500  2.216  -0.329


Record 3
Molecular formula: C23H25ClN4O4S
Method: DFT, ωB97M-V/def2-TZVPD

Properties
Relative energy (zero: lowest compared OMol25 entry of this formula, charge and spin) in eV: 21.8764
Gap between HOMO and LUMO in eV: 5.99
E_HOMO in eV: -7.89
Molecular weight in g/mol: 489.0

Positions of all 58 atoms, in Å:
C  -0.741  4.036  -2.575
C  -0.182  3.037  -1.583
N  -0.803  1.683  -1.369
C  -0.684  0.922  -2.520
H  -1.421  0.267  -2.602
H  -0.775  1.549  -3.440
C  0.580  0.378  -2.362
N  1.009  -0.366  -1.150
C  0.301  -1.415  -0.661
N  -0.623  -2.040  -1.436
C  -1.247  -3.260  -0.945
C  -2.305  -3.389  -1.853
C  -3.270  -4.396  -1.918
C  -2.952  -5.497  -0.692
C  -1.696  -5.269  -0.086
C  -1.053  -4.033  -0.072
H  -0.212  -3.929  0.343
H  -1.584  -5.925  0.759
O  -3.634  -6.727  -0.525
C  -4.860  -6.797  -1.146
H  -4.495  -6.902  -2.375
H  -5.568  -5.978  -0.907
H  -5.200  -7.824  -0.782
H  -4.222  -4.529  -2.162
H  -2.502  -2.805  -2.676
S  0.534  -1.722  1.085
C  1.441  -0.047  1.037
C  2.106  0.128  2.381
C  2.739  1.620  2.611
C  3.737  1.546  3.460
C  4.617  2.579  3.737
C  4.324  3.873  2.967
C  3.129  3.827  2.193
C  2.432  2.812  1.815
H  1.614  2.815  1.187
H  2.890  4.637  1.823
Cl  5.153  5.275  3.238
N  5.455  2.635  4.839
O  6.562  3.348  4.624
O  5.609  1.693  5.658
H  3.913  0.665  4.001
H  1.903  -0.257  3.438
C  1.664  0.504  -0.164
O  2.309  1.470  -0.572
H  1.655  0.860  -2.603
H  0.554  -0.708  -3.243
C  -2.125  1.947  -0.701
C  -1.945  1.690  0.746
H  -1.003  2.281  1.262
H  -2.661  1.805  1.532
H  -1.351  0.606  1.020
H  -2.655  1.093  -1.024
H  -2.525  2.694  -0.855
H  0.834  2.982  -1.726
H  -0.328  3.656  -0.570
H  -1.860  4.171  -2.287
H  -0.448  3.660  -3.673
H  -0.134  5.074  -2.501


Record 4
Molecular formula: C4H6N2O
Method: DFT, ωB97M-V/def2-TZVPD

Properties
Relative energy (zero: lowest compared OMol25 entry of this formula, charge and spin) in eV: 3.4115
Gap between HOMO and LUMO in eV: 9.19
E_HOMO in eV: -8.47
Molecular weight in g/mol: 98.1

Positions of all 13 atoms, in Å:
C  1.167  -0.517  2.133
C  0.599  0.169  0.452
N  1.612  0.531  1.010
O  0.420  1.431  -1.635
C  -0.487  0.627  -1.428
N  -1.537  0.471  -2.288
C  -0.498  -0.185  -0.224
H  2.010  -0.324  2.773
H  0.232  -0.272  2.651
H  1.162  -1.566  1.812
H  -2.057  -0.391  -2.256
H  -1.383  0.881  -3.196
H  -1.232  -0.898  0.120


Record 5
Molecular formula: C4H10N2O
Method: DFT, ωB97M-V/def2-TZVPD

Properties
Relative energy (zero: lowest compared OMol25 entry of this formula, charge and spin) in eV: 2.9062
Gap between HOMO and LUMO in eV: 8.09
E_HOMO in eV: -7.52
Molecular weight in g/mol: 102.1

Positions of all 17 atoms, in Å:
H  -1.136  -1.257  1.731
N  -0.671  -1.544  0.873
C  -1.239  -1.064  -0.180
O  -2.349  -0.302  -0.109
H  -0.946  -1.441  -1.154
H  -2.586  0.039  -0.979
C  0.137  1.646  0.635
C  0.479  0.959  -0.655
C  1.410  -0.028  -0.775
N  1.808  -0.833  0.243
H  0.655  2.608  0.717
H  0.442  1.050  1.497
H  -0.939  1.839  0.713
H  0.190  1.479  -1.561
H  1.724  -0.313  -1.778
H  2.217  -1.702  -0.083
H  0.804  -1.135  0.865


> Which value of relative energy (zero: lowest compared OMol25 entry of this formula, charge and spin) does entry 3 give?

21.8764 eV


> Look up the gap between HOMO and LUMO of the third one.

5.99 eV


Repeat the fourth record exactly.
Molecular formula: C4H6N2O
Method: DFT, ωB97M-V/def2-TZVPD

Properties
Relative energy (zero: lowest compared OMol25 entry of this formula, charge and spin) in eV: 3.4115
Gap between HOMO and LUMO in eV: 9.19
E_HOMO in eV: -8.47
Molecular weight in g/mol: 98.1

Positions of all 13 atoms, in Å:
C  1.167  -0.517  2.133
C  0.599  0.169  0.452
N  1.612  0.531  1.010
O  0.420  1.431  -1.635
C  -0.487  0.627  -1.428
N  -1.537  0.471  -2.288
C  -0.498  -0.185  -0.224
H  2.010  -0.324  2.773
H  0.232  -0.272  2.651
H  1.162  -1.566  1.812
H  -2.057  -0.391  -2.256
H  -1.383  0.881  -3.196
H  -1.232  -0.898  0.120


> gap between HOMO and LUMO of number 4 (C4H6N2O)?

9.19 eV